43
Properties=species:S:1:pos:R:3 method="wB97M-V/def2-TZVPD" lumo_energy_ev=1.9406 total_energy_ha=-1543.8883 total_charge=-1 de_lowest_kcal_mol=56.0 e_homo_ev=-7.83 spin_multiplicity=1 homo_lumo_gap_ev=9.77
O 2.675 -3.320 2.199
O 0.124 -3.160 1.266
O -1.191 -0.762 -2.565
O -5.922 0.958 0.563
O -1.945 0.516 -0.828
O 4.924 0.512 -1.642
O 4.729 -0.257 0.804
O -4.110 0.627 -1.395
O 0.221 0.962 -1.920
O -2.700 -2.658 0.053
O -0.067 4.166 -0.280
O 2.907 1.197 2.267
O -2.559 3.168 0.981
O -1.893 -0.427 2.120
O -3.078 -1.490 -3.148
O -0.022 -0.881 -0.475
O 2.354 1.375 -1.627
O 1.988 -0.888 0.159
C -2.443 -0.703 -2.556
C 1.366 0.687 -1.447
C 1.155 -0.428 -0.550
C -2.928 0.243 -1.562
B -0.766 -0.014 -1.422
H -1.399 0.351 1.880
H 3.520 1.745 1.820
H 1.025 -3.281 1.622
H -5.309 1.023 -0.179
H -1.998 -3.072 -0.463
H 4.093 0.904 -1.431
H 3.237 -3.510 2.941
H -2.195 -0.871 1.319
H -2.424 2.407 0.413
H 4.793 -0.320 -2.086
H -2.657 -3.117 0.872
H -1.878 3.774 0.679
H 0.090 -2.381 0.698
H 4.968 0.264 0.036
H -6.695 1.426 0.284
H 0.931 4.190 -0.226
H 3.308 -3.069 1.510
H -0.282 3.569 -0.947
H 3.936 -0.655 0.517
H 2.124 1.211 1.733